Model one:
{"formula": "C30H33F3N8O5RhS", "method": "ωB97M-V with the def2-TZVPD basis set", "spin_multiplicity": 5, "s_squared": 6.059, "total_charge": 1, "e_lumo_ev": [-2.2, -4.8], "orbital_gap_ha": [0.2978, 0.2331], "elements": ["Rh", "C", "O", "C", "C", "C", "C", "C", "C", "N", "C", "N", "C", "C", "C", "C", "C", "C", "O", "C", "N", "C", "C", "C", "C", "C", "C", "O", "C", "H", "H", "H", "H", "H", "H", "H", "H", "H", "H", "H", "H", "H", "H", "H", "H", "H", "H", "H", "H", "H", "H", "C", "C", "N", "N", "C", "S", "N", "N", "H", "H", "H", "H", "H", "H", "F", "C", "F", "F", "C", "O", "O", "C", "C", "C", "N", "H", "H", "H", "H", "H"], "coordinates": [[0.4455, 1.1383, -0.7848], [-0.6190, -3.5220, 3.6015], [-1.5056, -2.7458, 4.3972], [-2.6232, -2.1944, 3.8652], [-3.6929, -2.0752, 4.7570], [-4.8969, -1.5283, 4.3675], [-5.0805, -1.1037, 3.0546], [-4.0317, -1.2144, 2.1671], [-2.7895, -1.7240, 2.5591], [-1.7172, -1.6654, 1.6118], [-1.1437, -0.5054, 1.1959], [-1.5821, 0.6173, 1.7786], [-1.1733, 1.9373, 1.5809], [-0.3380, 2.3843, 0.5588], [-0.0596, 3.7581, 0.4763], [-0.6061, 4.6459, 1.3768], [-1.4452, 4.1905, 2.3946], [-1.7202, 2.8478, 2.5009], [-2.5782, 2.3589, 3.4581], [-1.9502, 1.9820, 4.6936], [-0.1801, -0.4945, 0.2938], [0.1481, -1.7538, -0.2994], [-0.6723, -2.1298, -1.5190], [-0.4098, -3.5018, -2.0608], [0.5355, -4.3045, -1.5150], [1.2947, -3.8880, -0.4114], [1.0728, -2.6202, 0.2090], [1.8300, -2.4761, 1.3179], [1.9932, -1.2211, 1.9831], [-0.0149, -4.0896, 4.3038], [0.0405, -2.9093, 2.9921], [-1.1756, -4.2241, 2.9728], [-3.5384, -2.4367, 5.7650], [-5.7035, -1.4490, 5.0841], [-6.0267, -0.6937, 2.7307], [-4.1446, -0.8819, 1.1416], [-1.2934, -2.5116, 1.2663], [-2.3148, 0.5201, 2.4709], [0.5810, 4.1179, -0.3148], [-0.3908, 5.7023, 1.2901], [-1.8941, 4.8738, 3.1037], [-1.9444, 2.8275, 5.3817], [-0.9237, 1.6502, 4.5238], [-2.5332, 1.1685, 5.1231], [-1.7409, -2.0710, -1.2358], [-1.0109, -3.8407, -2.8933], [0.7055, -5.2907, -1.9273], [2.0477, -4.5255, 0.0293], [2.7842, -1.3894, 2.7088], [1.0860, -0.9195, 2.5097], [2.2907, -0.4421, 1.2852], [5.2856, 0.3633, -3.9458], [4.9695, 1.0935, -2.6984], [5.6261, 2.0928, -2.2051], [4.9201, 2.4471, -1.0900], [3.8483, 1.6858, -0.8755], [2.6989, 1.8297, 0.3530], [3.8820, 0.7973, -1.8960], [2.9255, -0.1980, -2.0539], [6.1857, 0.7871, -4.3817], [4.4618, 0.4596, -4.6547], [5.4529, -0.6970, -3.7515], [5.2048, 3.2403, -0.5404], [2.3425, 0.0507, -2.8574], [3.3786, -1.0983, -2.1542], [1.5814, 4.0576, -5.1707], [0.9321, 4.0023, -4.0126], [1.2472, 5.0900, -3.3008], [-0.3857, 4.0381, -4.2686], [1.2610, 2.7061, -3.2297], [1.8914, 1.8243, -3.7985], [0.8054, 2.7496, -2.0418], [-1.3274, -0.0824, -4.8448], [-1.1950, -1.3347, -3.9893], [-0.5721, -1.0772, -2.6389], [0.0105, -0.0084, -2.3760], [-1.7812, -0.3316, -5.8023], [-0.3539, 0.3696, -5.0329], [-1.9544, 0.6631, -4.3546], [-0.5689, -2.0823, -4.4858], [-2.1629, -1.8158, -3.8218]], "mulliken_charge": [-0.19, -0.78, -0.51, 0.60, -0.54, -0.49, -0.89, 0.26, -0.64, 0.54, -0.36, 0.27, 0.45, -0.06, -0.25, -0.97, -0.36, 0.31, -0.61, -0.74, 1.39, -0.47, 1.36, -1.30, -0.55, -0.99, 0.20, -0.54, -0.08, 0.36, 0.28, 0.32, 0.45, 0.42, 0.43, 0.45, 0.30, 0.06, 0.55, 0.46, 0.49, 0.33, 0.29, 0.23, 0.57, 0.58, 0.48, 0.54, 0.30, 0.04, -0.31, -1.24, 1.07, -0.87, 0.25, 0.33, -0.37, 0.34, -0.58, 0.37, 0.25, 0.33, 0.17, 0.21, 0.28, -0.25, 0.77, -0.25, -0.25, 0.16, -0.59, -0.31, -1.36, -0.59, -0.22, -0.16, 0.43, 0.24, 0.37, 0.38, 0.42]}

---

Model two:
{"formula": "C30H33F3N8O5RhS", "method": "ωB97M-V with the def2-TZVPD basis set", "spin_multiplicity": 5, "s_squared": 6.020, "total_charge": 1, "e_lumo_ev": [-2.2, -4.8], "orbital_gap_ha": [0.2424, 0.2078], "elements": ["Rh", "C", "O", "C", "C", "C", "C", "C", "C", "N", "C", "N", "C", "C", "C", "C", "C", "C", "O", "C", "N", "C", "C", "C", "C", "C", "C", "O", "C", "H", "H", "H", "H", "H", "H", "H", "H", "H", "H", "H", "H", "H", "H", "H", "H", "H", "H", "H", "H", "H", "H", "C", "C", "N", "N", "C", "S", "N", "N", "H", "H", "H", "H", "H", "H", "F", "C", "F", "F", "C", "O", "O", "C", "C", "C", "N", "H", "H", "H", "H", "H"], "coordinates": [[-0.2970, 1.0147, -1.2294], [1.1711, -3.5221, 5.1474], [0.8050, -3.1188, 3.8452], [0.7776, -4.0634, 2.8567], [1.0916, -5.4024, 3.0194], [1.0746, -6.2588, 1.9299], [0.7747, -5.7761, 0.6716], [0.4566, -4.4406, 0.4920], [0.4201, -3.5835, 1.5805], [0.1184, -2.2177, 1.5029], [-0.2233, -1.4936, 0.4011], [-1.1407, -2.0569, -0.4144], [-1.4599, -1.7152, -1.7272], [-1.0165, -0.5492, -2.3550], [-1.2155, -0.4161, -3.7269], [-1.9241, -1.3662, -4.4362], [-2.4826, -2.4598, -3.7908], [-2.2496, -2.6519, -2.4402], [-2.7230, -3.7055, -1.7083], [-3.7345, -4.5092, -2.2847], [0.2305, -0.2747, 0.2257], [1.1790, 0.1972, 1.1722], [0.8774, 1.2645, 2.0142], [1.7634, 1.6430, 3.0085], [2.9617, 0.9675, 3.1572], [3.2954, -0.0760, 2.3075], [2.4184, -0.4730, 1.3070], [2.6384, -1.4758, 0.4234], [3.8446, -2.2031, 0.5030], [1.1411, -2.6182, 5.7538], [2.1800, -3.9427, 5.1686], [0.4677, -4.2573, 5.5463], [1.3460, -5.7932, 3.9897], [1.3112, -7.3001, 2.0719], [0.7870, -6.4364, -0.1780], [0.2777, -4.0721, -0.5042], [0.4979, -1.7003, 2.2890], [-1.5655, -2.9236, -0.1005], [-0.7977, 0.4141, -4.2708], [-2.0419, -1.2558, -5.5023], [-3.0665, -3.1664, -4.3554], [-4.0490, -5.1832, -1.4923], [-3.3587, -5.0924, -3.1290], [-4.5893, -3.9053, -2.6017], [-0.0632, 1.7802, 1.8938], [1.5122, 2.4573, 3.6703], [3.6503, 1.2426, 3.9409], [4.2343, -0.5877, 2.4410], [3.8100, -2.9036, -0.3291], [3.9045, -2.7548, 1.4463], [4.7184, -1.5536, 0.4037], [1.5685, 6.8470, -0.8999], [1.9407, 5.5101, -0.3925], [3.0853, 5.1932, 0.1348], [3.0164, 3.8889, 0.4537], [1.8158, 3.2969, 0.0704], [1.9614, 1.8981, -1.0900], [1.1146, 4.4184, -0.4324], [-0.1680, 4.3148, -0.9162], [2.3348, 7.5593, -0.6052], [0.6037, 7.1680, -0.5076], [1.4931, 6.8254, -1.9877], [3.8215, 3.4162, 0.8212], [-0.8684, 4.5190, -0.2056], [-0.3118, 4.9019, -1.7344], [-2.1580, 3.1539, -4.9088], [-0.8762, 3.4868, -4.7222], [-0.8647, 4.7801, -4.3342], [-0.2699, 3.4137, -5.9033], [-0.2034, 2.5991, -3.6115], [0.9718, 2.3153, -3.7151], [-1.0090, 2.3091, -2.6908], [-4.3837, 3.8073, 1.1485], [-3.9497, 2.3413, 1.2540], [-2.7094, 2.1097, 0.5869], [-1.6787, 1.9602, 0.0972], [-5.3146, 3.9395, 1.6929], [-4.5413, 4.0862, 0.1100], [-3.6343, 4.4693, 1.5767], [-4.7034, 1.6903, 0.8035], [-3.8216, 2.0564, 2.3033]], "mulliken_charge": [0.01, -1.00, -0.37, 1.10, -0.50, -0.79, -1.20, -0.27, -0.33, -0.10, 0.21, 0.09, 0.47, 0.44, -0.60, -1.25, -0.48, 0.59, -0.44, -0.99, 0.40, -0.37, -0.09, -0.84, -1.17, -0.52, 1.23, -0.20, -1.10, 0.26, 0.40, 0.37, 0.46, 0.41, 0.42, 0.56, 0.57, 0.45, 0.45, 0.45, 0.45, 0.27, 0.36, 0.42, 0.38, 0.46, 0.46, 0.56, 0.25, 0.40, 0.38, -1.33, 1.11, -1.03, 0.55, -0.34, -0.21, 0.50, -0.70, 0.37, 0.32, 0.30, 0.22, 0.21, 0.26, -0.25, 0.83, -0.28, -0.25, 0.51, -0.64, -0.50, -1.20, -0.52, 0.17, 0.13, 0.38, 0.34, 0.34, 0.29, 0.29]}

---

Relative stability in eV, measured from the most stable structure: model one 0.000; model two 0.706

---

Model one:
{"formula": "C6H12NOS", "method": "ωB97M-V with the def2-TZVPD basis set", "smiles": "C[NH+](C)[C@@]1(O)CC=CS1", "total_charge": 1, "e_lumo_ev": -3.1, "orbital_gap_ha": 0.3504, "elements": ["C", "N", "C", "C", "O", "C", "C", "C", "S", "H", "H", "H", "H", "H", "H", "H", "H", "H", "H", "H", "H"], "coordinates": [[-0.1979, 0.0486, 2.1479], [0.1669, 0.7351, 0.8587], [1.4487, 1.4393, 1.1719], [0.1638, -0.2295, -0.2983], [1.1593, -1.1573, -0.0001], [-1.1971, -0.9592, -0.7188], [-1.3477, -0.9300, -2.2238], [-0.5045, -0.1408, -2.8709], [0.5955, 0.7932, -1.8076], [0.7807, -0.3079, 2.5150], [-0.5670, 0.7863, 2.7211], [-1.0445, -0.6283, 2.0303], [-0.5413, 1.5165, 0.5847], [2.4019, 0.9925, 0.7091], [1.3824, 2.3856, 0.7549], [1.5782, 1.5442, 2.2640], [1.1857, -1.7108, -0.8632], [-1.9568, -0.5448, -0.0877], [-0.9584, -1.9349, -0.3308], [-2.0215, -1.6517, -2.6433], [-0.5265, -0.0464, -3.9129]], "mulliken_charge": [-1.06, -0.07, -0.94, 0.36, -0.58, -0.82, -0.53, -0.28, -0.12, 0.40, 0.50, 0.36, 0.52, 0.30, 0.45, 0.39, 0.47, 0.36, 0.43, 0.40, 0.47]}

---

Model two:
{"formula": "C6H12NOS", "method": "ωB97M-V with the def2-TZVPD basis set", "total_charge": 1, "e_lumo_ev": [-6.4, -5.9], "orbital_gap_ha": [0.2553, 0.2598], "elements": ["C", "C", "C", "C", "C", "C", "N", "O", "S", "H", "H", "H", "H", "H", "H", "H", "H", "H", "H", "H", "H"], "coordinates": [[-0.6057, 0.3026, -0.2593], [1.3398, -1.0491, -0.3310], [2.1836, 0.0015, 0.4133], [3.6590, -0.3002, 0.6740], [-2.4544, 1.8603, -0.2322], [-2.9787, -0.3792, 0.2795], [-1.8926, 0.5560, -0.0898], [0.0311, -0.7944, 0.0486], [2.0777, 1.6225, -0.4190], [1.4160, -0.9938, -1.4440], [1.6181, -2.1635, -0.1005], [1.6593, 0.2332, 1.3517], [4.1258, 0.5707, 1.1589], [4.1495, -0.6616, -0.2080], [3.8121, -1.1051, 1.3506], [-3.4709, 1.9221, -0.5479], [-1.9145, 2.5057, -0.9171], [-2.5216, 2.3528, 0.8757], [-2.9258, -0.6999, 1.3202], [-2.9571, -1.2192, -0.4501], [-3.9180, 0.1895, 0.0127]], "mulliken_charge": [0.26, -0.32, 0.18, -1.50, -0.91, -0.85, 0.15, -0.25, 0.04, 0.33, 0.29, 0.33, 0.41, 0.39, 0.40, 0.35, 0.37, 0.33, 0.32, 0.36, 0.33]}

---

Relative stability in eV, measured from the most stable structure: model one 0.000; model two 3.079

---

Model one:
{"formula": "C2H4O3P", "method": "ωB97M-V with the def2-TZVPD basis set", "total_charge": -1, "e_lumo_ev": 3.3, "orbital_gap_ha": 0.2975, "elements": ["C", "C", "O", "O", "O", "P", "H", "H", "H", "H"], "coordinates": [[-2.6795, -0.0969, 0.2704], [-1.4256, 0.0478, 0.0959], [1.4754, -1.0451, 0.6954], [-3.7979, -0.3525, 0.5974], [3.4667, 0.1914, -0.5028], [2.0047, 0.0395, -0.2084], [-0.9550, 0.9181, -0.1930], [-0.7807, -0.9166, 0.1029], [1.1470, 0.0124, -1.3272], [1.5448, 1.2020, 0.4693]], "mulliken_charge": [0.78, -0.74, -0.71, -0.48, -0.68, 0.55, 0.24, 0.16, -0.06, -0.06]}

---

Model two:
{"formula": "C2H4O3P", "method": "ωB97M-V with the def2-TZVPD basis set", "smiles": "O=[PH2]CC(=O)[O-]", "total_charge": -1, "e_lumo_ev": 4.2, "orbital_gap_ha": 0.3232, "elements": ["O", "P", "C", "C", "O", "O", "H", "H", "H", "H"], "coordinates": [[2.5498, 0.2317, -0.4361], [1.2073, -0.3653, -0.2384], [-0.0939, 0.7426, 0.3602], [-1.4118, -0.0669, -0.0716], [-2.3413, 0.5449, -0.6353], [-1.2834, -1.2961, 0.0212], [1.2261, -1.3100, 0.7321], [0.6758, -1.0686, -1.2723], [-0.3509, 1.7524, -0.0087], [-0.1777, 0.8354, 1.5488]], "mulliken_charge": [-0.72, 0.44, -0.43, 0.51, -0.72, -0.67, 0.02, 0.05, 0.29, 0.23]}

---

Relative stability in eV, measured from the most stable structure: model one 0.345; model two 0.000

---

Model one:
{"formula": "C2H4O3P", "method": "ωB97M-V with the def2-TZVPD basis set", "total_charge": -1, "e_lumo_ev": [3.3, 3.3], "orbital_gap_ha": [0.1487, 0.1460], "elements": ["C", "C", "O", "O", "O", "P", "H", "H", "H", "H"], "coordinates": [[-0.8877, 0.0017, -0.3736], [0.6015, 0.0863, -0.2935], [0.1831, 4.4753, 1.8425], [-1.7379, 0.8679, -0.4792], [-1.3557, -1.3313, -0.1049], [-0.0541, 3.1461, 1.1362], [1.0800, -0.8990, -0.3860], [1.0166, 0.5228, 0.5136], [0.9537, 0.7043, -1.1239], [-2.3544, -1.2062, -0.0587]], "mulliken_charge": [0.72, -1.30, -0.64, -0.50, -0.49, -0.21, 0.29, 0.47, 0.34, 0.32]}

---

Model two:
{"formula": "C2H4O3P", "method": "ωB97M-V with the def2-TZVPD basis set", "total_charge": -1, "e_lumo_ev": 3.9, "orbital_gap_ha": 0.2247, "elements": ["C", "C", "O", "O", "O", "P", "H", "H", "H", "H"], "coordinates": [[-2.2270, 0.0003, -0.0824], [1.5431, -0.2727, -0.6291], [-2.2023, -1.1484, -0.2552], [-2.8012, 1.0117, -0.1940], [1.7312, -1.5484, 0.1237], [0.1394, 0.4985, 0.1158], [2.4814, 0.3179, -0.3623], [0.8269, -1.8703, 0.2364], [0.3767, 1.1326, 1.3699], [0.1318, 1.8789, -0.3228]], "mulliken_charge": [0.54, -0.41, -0.41, -0.45, -0.44, -0.19, 0.06, 0.25, 0.00, 0.06]}

---

Relative stability in eV, measured from the most stable structure: model one 0.000; model two 1.260